Molecular formula: C5H7NO
Method: DFT, ωB97M-V/def2-TZVPD

Spin multiplicity = 1
HOMO level = -9.353 eV
F_max = 0.45 eV/Å
Total charge = 0
Kohn-Sham gap = 10.283 eV
LUMO = 0.9 eV

Cartesian coordinates (Å):
O -0.022 -2.237 -0.679
N -1.462 0.636 0.425
C 0.305 0.796 -1.627
C -0.333 0.212 -0.404
C -0.147 0.590 1.033
C 0.394 -0.804 1.375
C -0.025 -1.220 -0.043
H 1.493 -0.742 1.341
H 0.593 1.840 -1.485
H 0.239 1.533 1.405
H -2.079 -0.127 0.709
H -0.273 0.681 -2.545
H 0.087 -1.374 2.253
H 1.228 0.216 -1.757

Molecular formula: CH7N8
Method: DFT, ωB97M-V/def2-TZVPD

Spin multiplicity = 1
HOMO level = -13.661 eV
F_max = 2.88 eV/Å
Total charge = +1
Kohn-Sham gap = 10.897 eV
LUMO = -2.8 eV

Cartesian coordinates (Å):
N -3.555 -2.686 0.720
N 2.957 -1.076 -0.146
N -3.140 -1.765 0.123
N 3.704 -1.876 0.267
N -2.537 -0.992 -0.429
N -0.417 0.734 -0.294
N 2.214 -0.248 -0.318
N 0.839 2.614 0.003
C -0.318 1.999 -0.040
H 0.453 0.203 -0.427
H -1.218 2.583 0.118
H 1.685 2.076 -0.156
H 0.918 3.599 0.193
H -1.309 0.216 -0.353
H 4.233 -2.550 -0.252
H -4.509 -2.833 0.993

Molecular formula: C43H43BBrGeN5O2ReS
Method: DFT, ωB97M-V/def2-TZVPD

Spin multiplicity = 4
HOMO level (alpha / beta) = -6.994 / -7.875 eV
F_max = 0.73 eV/Å
Total charge = 0
Kohn-Sham gap (alpha / beta) = 6.231 / 5.455 eV
LUMO (alpha / beta) = -0.8 / -2.4 eV

Cartesian coordinates (Å):
Re 0.359 -0.548 0.499
Br 0.892 3.698 5.888
Ge 2.684 0.550 -0.293
S 1.842 -1.933 1.749
O -1.538 1.809 -0.365
O 0.555 2.350 -1.079
N 2.209 -4.505 1.357
N -1.451 -0.723 1.004
N -0.706 -0.330 -2.507
N 0.963 -3.545 -0.272
N 0.380 -2.393 -0.767
C -2.934 -0.801 2.837
C -3.775 -0.301 0.516
C 4.502 0.934 -2.512
C 1.725 0.963 2.886
C -2.650 3.877 -1.155
C -1.181 0.544 -3.385
C -2.678 -0.659 1.402
C -1.587 -2.891 3.189
C -1.886 -1.471 3.691
C 6.136 0.006 2.162
C -1.818 -1.174 -4.909
C 4.243 0.254 -4.805
C 6.634 -1.222 1.756
C -1.119 5.400 -2.267
C 3.009 -0.293 -4.493
C -0.511 1.678 2.550
C 5.983 -1.928 0.751
C 2.525 -0.217 -3.191
C -3.616 -0.554 -0.953
C 4.985 0.521 1.570
C 4.310 -0.182 0.576
C -0.422 2.517 3.653
C -2.271 -1.527 5.167
C -4.597 0.212 -1.829
C -4.072 -0.221 3.329
C 0.758 2.565 4.372
C -0.302 3.367 -1.401
C -4.898 0.246 1.085
C -1.745 0.174 -4.599
C -1.315 -2.091 -4.004
C -0.763 -1.629 -2.811
C 4.836 -1.410 0.171
C -0.037 4.543 -2.063
C -2.396 5.076 -1.822
C 4.991 0.869 -3.808
C -1.575 3.039 -0.962
C 3.254 0.399 -2.182
C 1.627 -3.401 0.834
C -0.157 -2.611 -1.917
C 1.840 1.792 3.994
C -3.717 -2.064 -1.210
C 0.553 0.868 2.123
C -5.033 0.341 2.474
B -0.191 1.373 -0.410
H 2.420 -0.782 -5.261
H -3.605 -2.278 -2.275
H 7.531 -1.623 2.212
H -3.638 3.616 -0.799
H -2.108 0.932 -5.279
H -4.689 -2.443 -0.888
H -2.942 -2.610 -0.667
H -3.210 5.768 -1.993
H 2.796 2.042 0.072
H -2.610 -0.232 -1.208
H -5.916 0.801 2.896
H 2.894 -4.395 2.083
H -2.251 -1.505 -5.844
H 6.644 0.570 2.934
H -1.107 1.591 -3.116
H 2.225 -5.339 0.796
H 2.600 0.378 2.627
H -5.627 -0.118 -1.670
H -0.095 -3.631 -2.286
H 5.959 1.295 -4.041
H -4.359 0.045 -2.881
H -1.452 1.661 2.016
H -0.857 -3.369 3.844
H 2.764 1.829 4.555
H -2.499 -3.494 3.206
H -1.339 -3.153 -4.211
H -0.959 6.340 -2.779
H 6.377 -2.881 0.416
H -1.185 -2.902 2.178
H 4.343 -1.970 -0.619
H -3.233 -2.025 5.308
H 1.565 -0.647 -2.960
H -4.257 -0.212 4.395
H 4.625 0.200 -5.817
H -1.267 3.126 3.946
H -4.545 1.286 -1.639
H -2.327 -0.532 5.612
H -5.704 0.596 0.453
H 0.961 4.784 -2.401
H -0.976 -0.864 3.607
H 5.105 1.405 -1.743
H -1.519 -2.090 5.719
H 4.615 1.490 1.887

Table of ΔE to the lowest compared entry with this formula, charge and spin (kcal per mole), in record order: 52.94, 41.36, 0.00